(1)
Molecular formula: C16H20BrF2N6O10PS
Method: DFT, the ωB97M-V functional and the def2-TZVPD basis

Summary:
F_max in eV Å⁻¹: 5.8
E_tot in Ha: -5215.7250
Charge: -2
2S+1: 1

Each line ends with the natural charge from an NBO analysis.
Element x y z (Å)
C 5.43 -2.18 1.47  -0.738
C 4.11 -2.82 1.16  0.812
O 4.01 -3.85 0.56  -0.551
O 3.00 -2.17 1.60  -0.552
C 2.83 -0.89 0.93  -0.065
C 1.35 -0.64 0.76  -0.301
C 0.85 -1.65 -0.31  -0.224
N -0.59 -1.79 -0.28  -0.433
C -0.97 -2.83 0.63  -0.321
C -0.75 -4.18 -0.04  0.568
O -1.08 -4.46 -1.12  -0.462
Br 0.19 -5.55 1.03  -0.136
C -1.09 -0.48 0.07  0.362
N -2.33 -0.33 0.76  -0.654
C -2.84 0.95 1.14  -0.238
C -3.41 0.83 2.56  0.081
C -3.27 2.04 3.41  -0.162
O -4.55 1.54 2.84  -0.512
N -0.41 0.56 -0.29  -0.431
N -0.59 1.24 -1.74  -0.641
C -1.34 2.39 -1.72  0.941
O -2.51 2.54 -1.83  -0.570
F -0.54 3.46 -1.45  -0.381
C -0.79 0.40 -2.81  0.966
O 0.11 -0.12 -3.41  -0.637
F -2.05 0.13 -3.14  -0.310
C 0.90 0.74 0.28  0.351
C 1.82 1.42 -0.72  -0.268
N 3.17 1.74 -0.18  -0.872
N 0.69 1.76 1.43  -0.436
C 1.24 1.65 2.48  0.230
S 1.99 1.59 3.87  -0.104
H 6.14 -2.51 0.73  0.231
H 5.77 -2.46 2.46  0.235
H 5.38 -1.11 1.40  0.230
H 3.26 -0.15 1.59  0.178
H 3.38 -0.88 -0.01  0.199
H 0.88 -0.95 1.68  0.229
H 1.38 -2.58 -0.15  0.213
H 1.17 -1.27 -1.28  0.230
H -0.37 -2.84 1.55  0.191
H -2.02 -2.82 0.89  0.228
H -2.90 -1.12 0.98  0.367
H -2.05 1.66 1.27  0.228
H -3.67 1.30 0.53  0.213
H -3.28 -0.12 3.06  0.167
H -3.28 3.00 2.93  0.208
H -3.39 1.97 4.47  0.177
H 1.40 2.35 -1.07  0.245
H 1.94 0.73 -1.54  0.218
H 3.44 2.67 -0.43  0.365
H 3.27 1.59 0.81  0.348
O -4.56 1.15 -5.60  -0.882
P -3.81 2.49 -5.57  2.394
O -4.32 3.30 -4.38  -0.795
O -4.01 3.26 -6.88  -0.925
O -2.31 2.28 -5.35  -0.807

=====

(2)
Molecular formula: C16H20BrN3O2RuS
Method: DFT, the ωB97M-V functional and the def2-TZVPD basis

Summary:
F_max in eV Å⁻¹: 1.0
E_tot in Ha: -4003.3727
Charge: +1
2S+1: 2
Energy relative to the best compared isomer or geometry (same formula, charge and spin) in kJ/mol: 5.0

Each line ends with the natural charge from an NBO analysis.
Element x y z (Å)
Ru 0.15 0.04 -0.72  0.713
N 2.32 0.05 -0.78  -0.765
C 3.02 1.07 -1.63  -0.220
C 3.27 2.37 -0.88  -0.412
C 2.04 2.99 -0.23  -0.431
C 0.87 3.20 -1.19  -0.224
N -0.16 2.13 -1.05  -0.756
H 2.71 0.09 0.16  0.396
H 2.59 -0.87 -1.12  0.390
H 2.40 1.23 -2.51  0.190
H 3.96 0.66 -1.98  0.213
H 3.71 3.06 -1.60  0.230
H 4.03 2.20 -0.12  0.220
H 2.31 3.94 0.23  0.240
H 1.70 2.35 0.59  0.215
H 1.20 3.18 -2.23  0.200
H 0.39 4.16 -1.03  0.218
H -0.79 2.15 -1.86  0.413
H -0.77 2.36 -0.27  0.408
O -3.90 0.70 -0.56  -0.595
C -2.84 0.31 -0.13  0.764
O -1.84 0.03 -0.92  -0.750
C -2.63 0.28 1.38  -0.212
C -3.80 0.36 2.13  -0.146
C -3.79 0.31 3.51  -0.190
C -2.59 0.20 4.19  -0.183
C -1.41 0.14 3.48  -0.246
C -1.41 0.18 2.08  -0.128
S 0.22 0.11 1.42  0.249
H -4.73 0.45 1.58  0.257
H -4.73 0.37 4.06  0.231
H -2.57 0.17 5.27  0.231
H -0.47 0.06 4.01  0.225
Br 1.64 -4.59 -3.72  0.140
C 0.76 -3.94 -2.20  -0.113
C 0.08 -4.79 -1.34  -0.156
C -0.57 -4.23 -0.25  -0.214
C -0.52 -2.86 -0.05  0.075
N 0.16 -2.05 -0.87  -0.415
C 0.77 -2.58 -1.93  -0.006
H 0.06 -5.85 -1.52  0.253
H -1.12 -4.85 0.45  0.251
H -1.04 -2.39 0.78  0.230
H 1.28 -1.90 -2.61  0.210

=====

(3)
Molecular formula: C16H20Cl42O
Method: DFT, the ωB97M-V functional and the def2-TZVPD basis

Summary:
F_max in eV Å⁻¹: 2.3
E_tot in Ha: -20024.8866
2S+1: 1

Each line ends with the Löwdin charge.
Element x y z (Å)
C 1.53 4.81 1.23  -1.505
Cl 2.07 6.46 1.08  0.568
Cl 1.31 4.07 -0.40  0.498
Cl 0.00 4.63 2.10  0.507
H 2.26 4.16 1.66  -0.066
C -1.88 1.13 4.00  -1.618
Cl -2.20 2.02 5.49  0.553
Cl -3.26 0.51 3.25  0.613
Cl -0.63 -0.09 4.25  0.570
H -1.51 1.92 3.36  -0.031
C -4.68 -4.48 1.77  -1.484
Cl -4.31 -2.88 2.62  0.454
Cl -5.00 -5.67 3.00  0.545
Cl -3.29 -5.05 0.86  0.504
H -5.52 -4.35 1.11  0.009
C -0.49 0.81 -3.26  -1.536
Cl -0.88 0.13 -4.87  0.505
Cl -1.45 2.25 -2.92  0.511
Cl 1.24 1.18 -3.25  0.513
H -0.66 -0.05 -2.61  -0.044
C -3.95 -0.77 -1.62  -1.631
Cl -4.44 0.21 -0.27  0.595
Cl -4.05 0.09 -3.10  0.589
Cl -4.95 -2.19 -1.63  0.548
H -2.90 -1.09 -1.55  -0.030
C -0.36 6.67 -2.12  -1.581
Cl -1.12 6.74 -0.50  0.486
Cl 0.21 8.26 -2.64  0.539
Cl -1.41 5.82 -3.17  0.558
H 0.52 6.10 -2.10  -0.071
C 0.65 -7.68 0.65  -1.711
Cl -0.29 -8.06 -0.75  0.558
Cl 2.38 -7.69 0.32  0.519
Cl 0.31 -8.65 1.96  0.597
H 0.43 -6.64 0.85  -0.053
C 0.90 -4.64 3.68  -1.444
Cl 2.03 -6.04 3.45  0.524
Cl -0.61 -4.78 2.72  0.503
Cl 1.69 -3.12 3.25  0.508
H 0.53 -4.56 4.70  0.021
C 2.50 4.48 -5.54  -1.603
Cl 3.19 5.46 -4.30  0.571
Cl 0.83 4.05 -5.25  0.524
Cl 3.45 3.04 -5.92  0.526
H 2.45 5.09 -6.45  0.012
C 5.30 2.32 -0.69  -1.573
Cl 6.25 1.07 0.12  0.533
Cl 4.90 3.56 0.50  0.535
Cl 3.97 1.66 -1.50  0.558
H 5.85 2.86 -1.43  0.003
C 3.13 -2.38 -0.22  -1.597
Cl 4.33 -2.35 1.07  0.508
Cl 2.12 -3.76 -0.16  0.538
Cl 3.92 -2.22 -1.79  0.526
H 2.48 -1.50 -0.09  -0.012
C 2.96 0.90 3.71  -1.482
Cl 4.59 0.28 3.84  0.554
Cl 2.32 0.81 2.04  0.561
Cl 2.95 2.62 4.25  0.512
H 2.24 0.46 4.34  -0.037
C -0.37 -3.74 -3.49  -1.494
Cl 0.56 -2.41 -2.89  0.573
Cl -2.02 -3.57 -2.77  0.513
Cl 0.40 -5.27 -3.11  0.548
H -0.55 -3.64 -4.54  0.013
C -3.90 3.27 1.11  -1.560
Cl -3.14 4.16 -0.25  0.498
Cl -5.65 3.27 1.17  0.556
Cl -3.36 3.97 2.61  0.542
H -3.62 2.26 1.06  -0.114
C -1.13 -1.39 0.63  -0.075
C -0.61 0.04 0.52  -0.325
O 0.49 0.15 -0.38  -0.174
H -1.55 -1.70 -0.32  0.030
H -2.01 -1.41 1.26  0.022
H -0.38 -2.05 1.10  0.057
H -0.28 0.31 1.50  0.019
H -1.39 0.73 0.21  0.097
H 0.60 1.09 -0.58  0.024

=====

What is the 2S+1 in the third record?
1

=====

Which of these has the highest E_tot?
C16H20BrN3O2RuS

=====

Among the records above, which one has the lowest E_tot?
C16H20Cl42O